(1)
Here is a molecular structure, C22H78AgF3O24P from the OMol25 dataset. Energies are from ωB97M-V/def2-TZVPD.

ΔE to the lowest compared entry with this formula, charge and spin	12.88	kcal/mol
energy	-94654.206	eV
net charge	-2
F_max	3.39	eV/Å
LUMO (alpha / beta)	2.99 / 2.99	eV
2S+1	2
<S²>	0.757
HOMO level (alpha / beta)	-1.72 / -1.50	eV

Cartesian coordinates (Å):
Ag (56.1200, -5.9131, 15.2440)
C (53.6218, -6.6771, 13.7871)
O (54.8662, -6.2927, 13.1406)
O (53.8670, -6.6097, 15.1279)
C (52.4417, -5.9030, 13.1573)
F (52.5177, -5.7930, 11.8073)
F (51.2607, -6.5080, 13.4000)
F (52.4052, -4.6398, 13.6148)
C (55.1663, -6.9271, 11.9044)
C (56.3974, -6.2440, 11.3272)
H (56.8472, -6.7970, 10.4982)
H (56.2087, -5.2083, 11.0315)
H (57.2476, -6.0311, 11.9835)
H (54.3976, -6.7686, 11.1442)
H (55.3423, -7.9980, 12.0098)
H (53.4865, -7.7539, 13.5892)
P (57.2772, -3.6963, 15.3982)
O (56.1268, -3.8537, 16.3684)
O (56.6007, -4.0487, 14.0183)
O (58.1107, -4.9886, 15.5613)
O (57.8858, -2.3185, 15.1840)
C (58.2907, -8.3226, 15.3516)
O (57.1847, -7.8540, 14.5913)
H (58.7739, -7.4296, 15.7548)
H (57.9562, -8.9504, 16.1809)
H (59.0259, -8.8480, 14.7373)
H (57.1463, -8.3710, 13.7723)
C (60.3284, -5.5331, 10.0934)
O (59.8781, -6.5952, 10.9108)
H (60.6340, -5.9165, 9.1181)
H (59.5312, -4.8036, 9.9217)
H (61.1748, -5.0604, 10.5998)
H (59.6251, -6.2057, 11.7700)
C (50.0463, -5.1118, 10.1777)
O (48.9966, -4.9307, 9.2258)
H (50.9259, -4.5877, 9.7932)
H (49.8492, -4.6077, 11.1249)
H (50.2222, -6.1575, 10.4274)
H (49.2291, -5.5116, 8.4973)
C (48.2774, -7.6491, 13.4032)
O (46.9424, -7.5194, 13.8499)
H (48.3184, -8.4676, 12.6749)
H (48.6041, -6.7381, 12.9061)
H (48.9553, -7.8874, 14.2252)
H (46.6000, -8.3929, 14.0458)
C (50.5854, -5.3592, 16.4100)
O (51.6795, -6.0389, 16.9955)
H (50.9729, -4.3914, 16.0762)
H (50.2339, -5.9216, 15.5374)
H (49.7256, -5.1851, 17.0558)
H (52.2971, -6.3277, 16.3015)
C (56.5754, -4.9793, 7.8702)
O (56.2399, -3.7617, 7.2281)
H (56.0426, -5.0393, 8.8202)
H (56.2691, -5.8126, 7.2261)
H (57.6490, -5.0548, 8.0283)
H (55.2882, -3.6599, 7.1756)
C (51.2125, -9.2941, 15.3430)
O (51.0624, -10.6003, 15.8884)
H (52.2066, -8.9111, 15.5921)
H (51.0059, -9.2088, 14.2717)
H (50.5689, -8.5179, 15.7652)
H (51.7702, -11.0920, 15.4632)
C (60.0821, -2.2187, 11.7915)
O (59.0260, -3.0749, 12.1920)
H (59.6840, -1.3382, 11.2890)
H (60.6810, -1.8738, 12.6398)
H (60.7421, -2.7305, 11.0791)
H (59.3507, -3.9285, 12.5497)
C (53.2774, -7.0738, 8.5973)
O (54.1157, -8.1200, 9.0297)
H (52.7378, -7.3672, 7.6909)
H (52.5015, -6.9419, 9.3558)
H (53.7641, -6.1034, 8.4926)
H (54.8588, -8.1373, 8.4006)
C (57.2852, -1.7031, 9.7506)
O (57.1449, -0.9611, 10.9568)
H (57.9731, -1.1858, 9.0760)
H (57.5754, -2.7336, 9.9468)
H (56.3002, -1.8060, 9.2818)
H (56.8238, -0.1036, 10.6637)
C (53.3915, -2.4733, 15.6287)
O (54.4334, -1.8053, 16.3038)
H (52.4738, -1.8804, 15.7087)
H (53.6602, -2.5603, 14.5708)
H (53.1905, -3.4500, 16.0781)
H (55.1571, -2.4859, 16.3766)
C (58.2284, -9.4358, 11.6741)
O (57.0463, -9.6895, 12.4323)
H (58.1977, -9.9850, 10.7298)
H (58.3952, -8.3738, 11.4775)
H (59.0734, -9.7811, 12.2718)
H (56.3238, -9.8251, 11.7864)
C (51.0885, -8.8627, 11.1273)
O (50.5916, -10.1674, 11.4193)
H (52.1062, -8.7734, 11.4986)
H (51.0373, -8.7140, 10.0453)
H (50.4444, -8.1463, 11.6398)
H (49.7283, -10.3152, 11.0319)
C (54.2274, -2.8846, 11.1082)
O (55.2775, -3.1620, 11.9809)
H (54.3754, -1.9042, 10.6432)
H (54.1982, -3.5823, 10.2556)
H (53.2725, -2.8157, 11.6417)
H (55.0999, -4.0153, 12.4009)
C (55.2372, -11.3804, 9.8439)
O (55.1391, -10.1698, 10.5691)
H (56.0761, -11.3159, 9.1377)
H (55.5064, -12.2215, 10.4789)
H (54.3336, -11.5380, 9.2539)
H (54.7687, -9.4664, 10.0081)
C (60.9265, -5.2833, 13.9544)
O (59.5944, -5.4275, 13.4712)
H (61.5757, -5.0370, 13.1164)
H (60.9550, -4.5045, 14.7212)
H (61.2338, -6.1807, 14.4996)
H (58.9698, -5.3422, 14.2638)
C (50.1723, -1.8571, 13.3380)
O (49.3936, -1.9679, 14.5276)
H (50.7789, -2.7505, 13.2144)
H (49.4769, -1.7393, 12.5022)
H (50.8142, -0.9764, 13.4026)
H (48.5882, -1.4547, 14.4738)
C (57.2632, -8.2477, 8.2787)
O (56.2658, -8.2190, 7.2539)
H (56.8789, -8.0717, 9.2792)
H (57.6645, -9.2686, 8.2672)
H (58.1135, -7.5954, 8.0742)
H (56.7142, -8.2357, 6.4073)

(2)
Here is a molecular structure, C22H84N40NiO22 from the OMol25 dataset. Energies are from ωB97M-V/def2-TZVPD.

ΔE to the lowest compared entry with this formula, charge and spin	28.72	kcal/mol
energy	-169879.517	eV
net charge	0
F_max	9.48	eV/Å
LUMO	-0.85	eV
2S+1	3
<S²>	2.003
HOMO level	-7.88	eV

Cartesian coordinates (Å):
Ni (1.9049, 1.1967, -0.8383)
O (1.3970, -0.8870, -1.2544)
C (0.2950, -1.2004, -0.3954)
C (0.0199, -0.1893, 0.8968)
O (0.3937, 1.2050, 0.8395)
H (0.4239, -2.2359, -0.0805)
H (-0.6167, -1.3837, -0.9640)
H (0.5084, -0.6248, 1.7685)
H (-1.0641, -0.1546, 1.0050)
C (3.9024, 0.3807, -3.2120)
O (3.1951, 1.1242, -2.5267)
N (3.9433, -0.8477, -3.0481)
N (4.7236, 0.9371, -4.1071)
H (4.8404, -1.1679, -3.3841)
H (3.2905, -1.2145, -2.3703)
H (4.8111, 1.9433, -4.1068)
H (5.1866, 0.3512, -4.7872)
C (-2.9551, 3.9785, 0.5401)
O (-3.6315, 3.0143, 0.9364)
N (-3.3162, 5.2864, 0.5272)
N (-1.8258, 3.8883, -0.0467)
H (-4.2641, 5.4495, 0.8354)
H (-2.6767, 5.9589, 0.1287)
H (-1.4584, 2.9575, 0.0899)
H (-1.1416, 4.6208, -0.1708)
C (-3.7486, 0.5670, -1.2583)
O (-4.6172, 1.0416, -1.9821)
N (-3.8518, 0.1373, 0.0199)
N (-2.6429, 0.1496, -1.7369)
H (-4.7589, 0.1837, 0.4615)
H (-3.0696, 0.2154, 0.6540)
H (-2.3193, 0.6054, -2.5781)
H (-2.0031, -0.3834, -1.1652)
C (-1.1303, -3.2241, 5.8757)
O (-0.4139, -3.8007, 6.6629)
N (-0.7191, -2.4809, 4.9011)
N (-2.3860, -3.2166, 5.9676)
H (-1.3945, -1.8394, 4.5107)
H (0.2802, -2.3594, 4.8193)
H (-2.8059, -2.5423, 5.3439)
H (-3.0479, -3.7761, 6.4862)
C (-3.4815, 0.4227, 3.8030)
O (-2.8906, -0.3904, 4.5157)
N (-2.8403, 1.1459, 2.8707)
N (-4.8067, 0.6498, 3.9770)
H (-3.1883, 1.6628, 2.0758)
H (-1.9528, 0.6649, 2.8385)
H (-5.2956, -0.0024, 4.5735)
H (-5.3259, 1.2981, 3.4024)
C (-3.7385, -3.8500, 2.5834)
O (-3.6930, -3.3432, 1.5101)
N (-2.8165, -4.6087, 3.1096)
N (-4.6949, -3.6508, 3.4704)
H (-2.8389, -4.8030, 4.1004)
H (-1.9632, -4.6328, 2.5698)
H (-4.6162, -3.9772, 4.4230)
H (-5.1162, -2.8057, 3.1122)
C (2.0176, -3.9817, -3.2260)
O (2.3604, -4.7005, -4.1073)
N (1.1066, -3.0440, -3.3868)
N (2.3215, -3.9976, -2.0201)
H (0.8378, -2.2857, -2.7762)
H (0.5373, -3.1234, -4.2172)
H (2.1316, -3.1926, -1.4404)
H (2.9446, -4.7139, -1.6755)
C (2.6147, -1.0812, 5.5286)
O (1.4530, -0.7745, 5.7104)
N (2.9767, -2.0984, 4.8273)
N (3.6267, -0.7285, 6.2751)
H (3.8944, -2.4956, 4.9690)
H (2.3666, -2.4314, 4.0945)
H (3.4884, 0.0161, 6.9433)
H (4.5062, -1.1491, 6.0112)
C (-0.0524, 2.6258, 4.2487)
O (-0.1758, 3.1005, 5.3173)
N (-0.0377, 3.2107, 3.0515)
N (0.1140, 1.3980, 4.0721)
H (-0.3171, 4.1807, 3.0167)
H (0.0649, 2.6438, 2.2219)
H (0.3568, 0.9496, 3.2003)
H (0.2445, 0.8283, 4.8958)
C (2.8987, 4.2059, -1.2471)
O (2.5183, 3.2285, -0.6040)
N (3.9373, 4.1769, -2.0140)
N (2.2927, 5.3939, -1.2693)
H (4.2420, 5.0272, -2.4659)
H (4.7027, 3.5264, -1.9080)
H (2.8549, 6.1684, -1.5922)
H (1.4702, 5.4654, -0.6875)
C (-0.3574, 1.8152, -2.9413)
O (0.4358, 1.9186, -2.0588)
N (-0.5750, 0.8168, -3.7113)
N (-1.2474, 2.8115, -3.1293)
H (0.0950, 0.0786, -3.5493)
H (-1.1389, 0.7865, -4.5486)
H (-1.1972, 3.7034, -2.6580)
H (-1.9141, 2.9330, -3.8781)
C (-4.0137, -2.8533, -3.2271)
O (-4.8635, -2.7851, -4.1365)
N (-4.2504, -3.0233, -2.0211)
N (-2.8113, -2.5080, -3.5108)
H (-5.2033, -3.2666, -1.7915)
H (-3.5902, -2.8973, -1.2672)
H (-2.7359, -2.3374, -4.5035)
H (-2.0600, -2.8751, -2.9443)
C (0.5263, -2.2434, -6.5376)
O (-0.0580, -3.0120, -5.8246)
N (1.6310, -1.6636, -6.2434)
N (-0.0449, -1.5137, -7.4397)
H (2.1242, -2.2204, -5.5602)
H (2.0764, -1.1384, -6.9822)
H (-0.9183, -1.9105, -7.7557)
H (0.3831, -0.6215, -7.6422)
C (3.6728, 4.8519, 2.7627)
O (4.7800, 5.3269, 2.7137)
N (3.1897, 4.0121, 1.9148)
N (3.0499, 4.7131, 3.9454)
H (3.6504, 3.8329, 1.0340)
H (2.1907, 3.8637, 1.9042)
H (2.2616, 4.0919, 4.0588)
H (3.6000, 5.0574, 4.7192)
C (0.1814, 6.6630, 1.4230)
O (0.2280, 5.8657, 0.5420)
N (-0.6932, 6.6263, 2.3361)
N (0.9627, 7.7246, 1.5913)
H (-1.4684, 5.9879, 2.2282)
H (-0.6571, 7.1493, 3.1994)
H (1.4295, 7.9921, 0.7366)
H (0.8371, 8.3585, 2.3676)
C (3.2364, -4.0174, 1.0684)
O (2.0998, -4.3507, 0.9985)
N (3.6857, -2.7684, 0.7760)
N (4.2756, -4.8611, 1.3251)
H (3.0244, -2.1844, 0.2844)
H (4.6923, -2.6900, 0.7489)
H (4.0122, -5.8296, 1.2116)
H (5.2291, -4.6620, 1.5920)
C (-0.9524, -5.7262, -1.0355)
O (-1.9654, -6.4820, -0.9927)
N (0.1935, -5.9544, -1.7110)
N (-1.0299, -4.5836, -0.5596)
H (0.9031, -5.2426, -1.6112)
H (0.3722, -6.8332, -2.1755)
H (-1.9385, -4.3000, -0.2217)
H (-0.1990, -4.0184, -0.4578)
C (-6.8836, -2.8956, -0.2655)
O (-6.6719, -4.1309, -0.3060)
N (-5.9750, -2.0576, 0.1967)
N (-8.0152, -2.2864, -0.5680)
H (-5.0507, -2.3628, 0.4661)
H (-6.3161, -1.1567, 0.5004)
H (-8.6130, -2.8523, -1.1533)
H (-8.0551, -1.2787, -0.5143)
C (4.0969, 0.3378, 1.2641)
O (3.6432, 0.8752, 0.2756)
N (5.2811, -0.1807, 1.4705)
N (3.3837, 0.1026, 2.2849)
H (5.3870, -0.6444, 2.3615)
H (6.0224, -0.1461, 0.7854)
H (2.4215, 0.4086, 2.2578)
H (3.7788, -0.3071, 3.1192)
C (1.5988, 2.6484, -6.5542)
O (0.5890, 2.5236, -7.1311)
N (1.8017, 2.2547, -5.3189)
N (2.5818, 3.1425, -7.2066)
H (1.0174, 1.9493, -4.7608)
H (2.7269, 2.3004, -4.9162)
H (3.5483, 3.0308, -6.9356)
H (2.2598, 3.3263, -8.1461)